C25H29ClF4N5O10P2Tl as an isolated structure at a distorted geometry, computed with the ωB97M-V functional and the def2-TZVPD basis.

```
77
C25H29ClF4N5O10P2Tl, DFT the ωB97M-V functional and the def2-TZVPD basis
Tl 0.93 -0.02 0.50
C -3.28 -1.06 4.50
C -2.33 -0.51 3.43
N -2.60 -0.77 2.03
C -2.54 -2.11 1.59
C -2.81 -2.32 0.07
C -3.58 0.06 1.40
C -3.65 1.49 1.84
N -2.37 2.15 1.62
C -2.37 3.49 1.70
C -1.31 4.21 1.01
F -0.40 3.47 0.43
C -1.08 5.55 1.23
F -0.06 6.15 0.60
C -1.99 6.34 1.98
C -3.02 5.67 2.63
F -3.80 6.38 3.49
C -3.18 4.32 2.51
F -4.07 3.70 3.34
H -4.29 -0.60 4.32
H -2.93 -0.69 5.49
H -3.35 -2.13 4.57
H -1.33 -0.93 3.61
H -2.19 0.62 3.50
H -3.18 -2.87 2.14
H -1.51 -2.49 1.72
H -3.86 -2.34 -0.17
H -2.42 -3.29 -0.18
H -2.29 -1.56 -0.57
H -4.59 -0.36 1.46
H -3.42 0.00 0.29
H -4.03 1.60 2.91
H -4.47 1.96 1.22
H -1.94 7.42 2.06
N 2.32 -3.17 3.34
C 3.28 -2.92 2.22
C 4.51 -3.80 2.34
P 3.61 -1.11 2.47
O 4.46 -0.76 1.19
O 4.37 -0.93 3.75
O 2.25 -0.43 2.46
P 2.23 -3.51 0.71
O 3.35 -4.15 -0.27
O 1.36 -4.62 1.25
O 1.57 -2.27 0.13
H 2.60 -3.62 4.25
H 1.56 -3.83 2.94
H 1.82 -2.31 3.57
H 5.09 -3.36 3.20
H 5.05 -3.93 1.45
H 4.17 -4.80 2.71
H 3.98 -0.07 0.47
H 3.85 -3.40 -0.68
O 5.30 -1.85 -4.18
C 4.41 -1.33 -4.99
O 4.48 -1.41 -6.21
C 3.27 -0.48 -4.54
C 2.26 0.11 -5.26
Cl 2.24 0.56 -6.87
N 1.23 0.54 -4.40
N 1.58 0.30 -3.09
C 2.81 -0.23 -3.11
C 3.51 -0.48 -1.79
O 4.17 -1.54 -1.78
O 3.29 0.39 -0.87
C -0.03 1.07 -4.67
C -0.42 2.22 -3.94
C -1.63 2.83 -4.28
C -2.42 2.28 -5.29
C -1.99 1.17 -6.02
C -0.77 0.58 -5.78
H 5.02 -1.82 -3.23
H 0.25 2.77 -3.22
H -1.99 3.67 -3.70
H -3.40 2.72 -5.59
H -2.68 0.75 -6.71
H -0.58 -0.38 -6.23
```

Calculated values
HOMO level (alpha / beta): -8.4444 / -8.4632 eV
relative energy (zero: lowest compared OMol25 entry of this formula, charge and spin): 0.000 eV
HOMO-LUMO gap (alpha / beta): 2.6637 / 2.6945 eV
DFT total energy: -100983.9825 eV
largest force on an atom: 4.14 eV/A

C26H40ClGeMnN4O8P as an isolated structure at a distorted geometry, computed with the ωB97M-V functional and the def2-TZVPD basis.

```
82
C26H40ClGeMnN4O8P, DFT the ωB97M-V functional and the def2-TZVPD basis
Mn 0.86 -1.76 0.76
O -2.79 -4.61 3.00
C -3.44 -4.33 1.84
O -4.50 -4.91 1.62
C -2.81 -3.38 0.97
C -3.20 -3.01 -0.31
Cl -4.13 -4.04 -1.34
N -2.27 -2.15 -0.85
N -1.32 -1.82 0.09
C -1.60 -2.58 1.28
C 0.31 -3.02 2.88
O -0.42 -3.14 3.90
O 1.50 -2.57 2.84
C -2.16 -1.78 -2.17
C -0.88 -1.61 -2.72
C -0.73 -1.37 -4.07
C -1.84 -1.25 -4.91
C -3.11 -1.35 -4.35
C -3.28 -1.61 -3.00
H -2.00 -4.04 3.15
H -0.03 -1.70 -2.06
H 0.26 -1.27 -4.50
H -1.71 -1.07 -5.97
H -3.98 -1.23 -4.98
H -4.27 -1.67 -2.58
C 0.28 2.67 2.05
C 1.80 2.88 1.98
C 2.14 4.34 2.32
C 2.51 1.94 2.95
O 2.31 2.68 0.66
P 1.96 1.43 -0.33
O 3.10 1.36 -1.28
O 1.57 0.23 0.48
O 0.58 1.93 -1.03
C 0.38 3.01 -1.95
C 1.53 3.17 -2.94
C -0.91 2.68 -2.69
C 0.20 4.32 -1.17
H -0.06 2.78 3.08
H 0.04 1.67 1.70
H -0.24 3.40 1.43
H 1.83 4.56 3.34
H 1.62 5.01 1.64
H 3.21 4.50 2.22
H 2.15 2.08 3.97
H 3.59 2.12 2.92
H 2.33 0.91 2.64
H 1.68 2.24 -3.49
H 2.46 3.39 -2.41
H 1.30 3.97 -3.64
H -0.80 1.73 -3.19
H -1.14 3.45 -3.43
H -1.73 2.59 -1.99
H 1.10 4.53 -0.59
H -0.65 4.23 -0.49
H 0.01 5.14 -1.86
C -0.57 -0.14 3.57
Ge -2.07 -1.17 2.75
C -3.02 0.24 1.68
C -3.38 -1.72 4.15
C -0.26 -3.28 1.51
H -0.90 0.87 3.85
H 0.24 -0.05 2.85
H -0.18 -0.66 4.44
H -3.28 1.09 2.31
H -3.93 -0.16 1.23
H -2.36 0.58 0.88
H -3.79 -0.83 4.64
H -2.88 -2.34 4.89
H -4.19 -2.28 3.70
H -0.27 -4.33 1.22
C 5.12 -1.22 -1.42
N 3.96 -1.87 -2.04
C 3.53 -1.23 -3.29
C 2.98 -2.20 -1.21
N 2.13 -2.59 -0.52
H 5.95 -1.24 -2.14
H 5.41 -1.77 -0.53
H 4.88 -0.19 -1.15
H 4.35 -1.29 -4.00
H 3.27 -0.18 -3.11
H 2.66 -1.75 -3.68
```

Calculated values
HOMO level (alpha / beta): 0.0888 / 0.0778 eV
relative energy (zero: lowest compared OMol25 entry of this formula, charge and spin): 1.077 eV
HOMO-LUMO gap (alpha / beta): 4.2075 / 4.2188 eV
2S+1: 2
net charge: -2
<S²>: 0.77
DFT total energy: -159600.7418 eV
largest force on an atom: 1.97 eV/A

A 4-piece molecular cluster, C5H15NO3 overall at a distorted geometry, computed with the ωB97M-V functional and the def2-TZVPD basis.

```
24
C5H15NO3, DFT the ωB97M-V functional and the def2-TZVPD basis
C 1.88 1.74 -1.89
N 0.80 0.69 -1.99
C 1.19 -0.48 -1.32
C 1.19 -0.63 0.00
C 0.97 -1.99 0.58
C 0.03 -2.79 0.05
H 1.56 2.77 -2.11
H 2.06 1.89 -0.82
H 2.84 1.32 -2.34
H 0.41 0.73 -2.91
H 1.41 -1.25 -2.08
H 1.19 0.27 0.59
H 1.54 -2.39 1.40
H -0.31 -3.70 0.56
H -0.55 -2.85 -0.85
H -0.25 1.26 1.57
H -0.50 0.73 2.98
O -0.41 1.55 2.48
H -1.84 2.25 -0.26
H -3.19 1.65 -0.89
O -2.78 2.36 -0.41
H -1.79 -1.85 1.05
H -2.37 -1.18 2.26
O -1.52 -1.38 1.85
```

Calculated values
HOMO level: -8.3170 eV
relative energy (zero: lowest compared OMol25 entry of this formula, charge and spin): 4.076 eV
HOMO-LUMO gap: 8.8462 eV
DFT total energy: -13057.7040 eV
largest force on an atom: 3.74 eV/A
SMILES: C=C/C=C/NC.O.O.O

C3H7NO2 as an isolated structure at a distorted geometry, computed with the ωB97M-V functional and the def2-TZVPD basis.

```
13
C3H7NO2, DFT the ωB97M-V functional and the def2-TZVPD basis
C -0.22 -0.61 -0.32
C -1.45 0.27 -0.34
C 1.08 0.06 0.03
N 1.19 1.16 0.77
O -0.40 -1.68 0.63
O 1.92 -0.31 -0.84
H -0.06 -2.49 0.23
H 0.77 -0.99 -1.28
H 2.09 1.61 0.89
H 0.39 1.53 1.25
H -1.73 0.59 0.67
H -2.29 -0.29 -0.74
H -1.29 1.15 -0.96
```

Calculated values
HOMO level: -8.6418 eV
relative energy (zero: lowest compared OMol25 entry of this formula, charge and spin): 3.294 eV
HOMO-LUMO gap: 9.4065 eV
DFT total energy: -8807.2353 eV
largest force on an atom: 3.41 eV/A

A 11-piece molecular cluster, C14H52N6O13 overall at a distorted geometry, computed with the ωB97M-V functional and the def2-TZVPD basis.

```
85
C14H52N6O13, DFT the ωB97M-V functional and the def2-TZVPD basis
C -1.25 4.33 1.14
O -2.05 3.32 0.58
C -1.98 2.10 1.31
C -3.26 1.29 1.41
N -3.56 0.68 0.12
C -4.72 -0.19 0.12
C -4.54 -1.60 0.68
O -3.35 -2.14 0.16
C -2.96 -3.40 0.61
H -1.15 5.16 0.45
H -0.23 3.91 1.14
H -1.59 4.67 2.12
H -1.56 2.15 2.32
H -1.28 1.45 0.78
H -4.14 1.87 1.73
H -3.04 0.52 2.16
H -2.75 0.09 -0.11
H -5.12 -0.19 -0.89
H -5.55 0.21 0.71
H -5.35 -2.32 0.52
H -4.55 -1.54 1.78
H -3.72 -4.15 0.35
H -2.81 -3.42 1.70
H -2.04 -3.78 0.18
C -0.59 2.17 5.54
O -0.10 3.01 4.52
C 1.18 3.59 4.75
C 1.80 3.99 3.39
N 2.35 2.81 2.74
C 3.20 2.95 1.56
C 2.57 3.63 0.35
O 1.64 2.69 -0.20
C 0.83 3.27 -1.23
H -0.52 2.63 6.52
H -0.20 1.15 5.50
H -1.62 1.99 5.23
H 1.91 3.06 5.36
H 0.90 4.56 5.19
H 2.62 4.69 3.57
H 1.02 4.60 2.91
H 1.55 2.23 2.50
H 3.44 1.91 1.32
H 4.10 3.42 1.95
H 3.39 3.83 -0.36
H 2.06 4.53 0.72
H -0.04 2.61 -1.31
H 1.22 3.38 -2.24
H 0.36 4.16 -0.82
C 0.52 -1.02 -0.36
O -0.63 -0.56 -0.39
N 0.92 -2.14 -0.99
N 1.57 -0.29 0.11
H 1.92 -2.23 -1.02
H 0.33 -2.66 -1.62
H 2.51 -0.62 0.01
H 1.37 0.66 0.37
C -0.23 -5.77 -2.74
O -0.52 -4.59 -2.91
N -1.16 -6.76 -2.77
N 1.03 -6.18 -2.44
H -2.08 -6.47 -3.07
H -0.84 -7.70 -2.92
H 1.28 -7.14 -2.52
H 1.71 -5.43 -2.54
O 2.64 0.99 -2.46
H 2.91 1.35 -1.61
H 1.69 1.17 -2.51
O -2.44 -1.64 -2.41
H -2.97 -1.78 -1.61
H -2.19 -2.53 -2.70
O 3.48 -3.98 -1.95
H 4.37 -4.16 -1.65
H 3.55 -3.16 -2.47
O 4.29 -1.25 -0.22
H 4.57 -1.46 0.68
H 5.09 -0.93 -0.66
O 0.51 -2.45 -4.19
H -0.30 -2.09 -4.57
H 0.27 -3.34 -3.88
O 3.17 -1.52 -3.41
H 2.26 -1.79 -3.58
H 3.15 -0.55 -3.41
O -0.44 0.75 -3.62
H -1.11 1.41 -3.41
H -0.70 -0.03 -3.10
```

Calculated values
HOMO level: -8.0836 eV
HOMO-LUMO gap: 8.3864 eV
DFT total energy: -50919.6085 eV
largest force on an atom: 2.50 eV/A
SMILES: COCCNCCOC.COCCNCCOC.NC(N)=O.NC(N)=O.O.O.O.O.O.O.O

A 2-piece molecular cluster, C3H11NOS2 overall at a distorted geometry, computed with the ωB97M-V functional and the def2-TZVPD basis.

```
18
C3H11NOS2, DFT the ωB97M-V functional and the def2-TZVPD basis
N -0.16 1.14 -0.97
C 0.59 0.28 -0.14
C 2.02 -0.15 -0.81
C -0.17 -1.03 0.05
S -0.17 -1.85 1.69
S -0.41 -0.79 3.27
H -0.11 2.06 -0.52
H 0.08 1.32 -1.95
H 0.92 0.75 0.82
H 1.74 -0.91 -1.52
H 2.63 0.64 -1.15
H 2.59 -0.68 -0.02
H -1.24 -0.78 -0.30
H -0.03 -1.92 -0.60
H 0.52 0.13 3.57
H -2.55 1.05 0.11
H -3.09 0.30 -1.24
O -3.16 0.44 -0.30
```

Calculated values
HOMO level (alpha / beta): -13.5132 / -13.4887 eV
relative energy (zero: lowest compared OMol25 entry of this formula, charge and spin): 1.670 eV
HOMO-LUMO gap (alpha / beta): 9.2280 / 5.2812 eV
2S+1: 2
net charge: +1
<S²>: 0.76
DFT total energy: -28487.6786 eV
largest force on an atom: 4.74 eV/A

A 25-piece molecular cluster, C3H57Cl2NO24PS overall at a distorted geometry, computed with the ωB97M-V functional and the def2-TZVPD basis.

```
89
C3H57Cl2NO24PS, DFT the ωB97M-V functional and the def2-TZVPD basis
C 1.23 0.19 1.64
C 0.05 -0.85 1.74
C -1.13 -0.21 0.98
Cl -0.93 -0.31 -0.82
S -2.79 -0.93 1.44
Cl -3.63 -1.88 -0.21
P -4.05 0.82 1.82
N -4.58 0.74 3.31
H 2.13 -0.21 2.12
H 1.49 0.33 0.57
H 0.92 1.19 2.02
H -0.18 -0.99 2.82
H 0.43 -1.79 1.29
H -1.14 0.87 1.27
H -3.21 1.96 1.68
H -5.10 0.89 0.84
H -4.25 -0.14 3.73
O -4.81 -0.79 5.57
H -5.26 -1.38 6.18
H -5.09 0.09 5.84
O -0.26 -3.42 3.43
H -1.06 -3.17 2.96
H -0.57 -3.93 4.18
O 2.25 0.53 -2.27
H 2.54 1.42 -2.50
H 1.30 0.61 -2.18
O 1.59 -1.19 5.02
H 1.97 -1.88 5.57
H 0.91 -1.65 4.50
O -5.41 -2.94 2.76
H -5.07 -2.51 3.55
H -4.67 -2.92 2.15
O 1.72 2.38 -4.62
H 0.88 2.50 -5.08
H 2.15 1.65 -5.09
O 3.03 4.64 -6.67
H 2.28 4.94 -7.19
H 2.63 4.12 -5.96
O 2.64 -3.75 6.76
H 3.07 -4.57 6.48
H 2.82 -3.71 7.71
O 4.18 -1.58 0.75
H 3.89 -1.22 -0.09
H 4.80 -0.92 1.08
O 4.93 2.33 -2.84
H 5.14 1.61 -3.44
H 5.23 3.12 -3.30
O -0.12 0.43 -5.90
H 0.17 -0.31 -5.35
H -0.78 0.04 -6.48
O -1.12 -0.80 4.74
H -2.03 -0.49 4.84
H -0.59 -0.16 5.23
O 2.77 -0.89 -4.89
H 3.16 -1.73 -5.18
H 2.87 -0.91 -3.93
O 0.58 3.43 -1.92
H 0.24 2.54 -1.77
H 0.99 3.37 -2.80
O 4.07 4.16 -9.57
H 4.46 3.32 -9.86
H 4.16 4.15 -8.61
O -4.73 -4.60 -1.84
H -4.32 -3.82 -1.45
H -5.68 -4.46 -1.71
O 5.35 1.49 -0.15
H 5.14 1.88 -1.01
H 5.97 2.10 0.24
O 4.84 4.85 -1.71
H 4.16 5.48 -1.96
H 4.37 4.02 -1.62
O 1.64 1.91 4.62
H 1.57 0.96 4.47
H 2.41 2.18 4.10
O -7.38 -2.35 5.13
H -7.67 -3.25 5.32
H -7.07 -2.39 4.22
O -1.88 2.95 -4.56
H -1.49 2.11 -4.84
H -1.78 2.94 -3.60
O 3.33 -6.79 6.48
H 3.72 -7.48 7.03
H 2.66 -7.25 5.97
O 0.28 5.47 -4.71
H -0.40 6.09 -4.97
H -0.19 4.63 -4.63
O -8.01 -3.76 -2.00
H -8.41 -2.89 -2.08
H -8.29 -4.22 -2.80
```

Calculated values
HOMO level: -12.2108 eV
HOMO-LUMO gap: 5.8332 eV
net charge: +1
DFT total energy: -99826.6934 eV
largest force on an atom: 3.66 eV/A

A 2-piece molecular cluster, C6H12NS overall at a distorted geometry, computed with the ωB97M-V functional and the def2-TZVPD basis.

```
20
C6H12NS, DFT the ωB97M-V functional and the def2-TZVPD basis
C -0.07 0.67 2.53
C 0.62 -0.44 2.70
C -2.29 0.30 2.49
N -1.36 0.86 3.13
H 0.26 1.55 1.99
H 0.38 -1.19 3.45
H 1.41 -0.69 2.00
H -3.30 0.44 2.86
H -2.12 -0.30 1.59
C 1.29 0.66 -3.50
C 1.33 -0.73 -2.89
C 0.08 -1.06 -2.07
S 0.01 -0.06 -0.53
H 0.39 0.83 -4.09
H 2.17 0.87 -4.12
H 1.29 1.38 -2.68
H 1.48 -1.48 -3.69
H 2.18 -0.84 -2.22
H 0.12 -2.12 -1.79
H -0.83 -0.91 -2.65
```

Calculated values
HOMO level: -2.4422 eV
relative energy (zero: lowest compared OMol25 entry of this formula, charge and spin): 0.673 eV
HOMO-LUMO gap: 6.5317 eV
net charge: -1
DFT total energy: -18741.0570 eV
largest force on an atom: 1.08 eV/A

A single C5H6N2O molecule at a distorted geometry, computed with the ωB97M-V functional and the def2-TZVPD basis.

```
14
C5H6N2O, DFT the ωB97M-V functional and the def2-TZVPD basis
C -0.70 -0.47 -0.09
C -0.33 0.86 -0.23
N 0.99 -1.54 1.37
C 0.57 -1.16 0.08
C -0.90 2.00 -0.67
O -1.87 -1.09 -0.32
C 1.23 0.50 -0.22
N 2.33 0.94 -0.29
H -2.49 -0.49 -0.76
H 0.57 -1.03 2.13
H 2.00 -1.52 1.48
H 0.80 -1.95 -0.64
H -1.80 1.98 -1.28
H -0.41 2.96 -0.55
```

Calculated values
HOMO level (alpha / beta): -7.9170 / -7.8486 eV
relative energy (zero: lowest compared OMol25 entry of this formula, charge and spin): 4.425 eV
HOMO-LUMO gap (alpha / beta): 7.2210 / 7.2841 eV
DFT total energy: -10305.1782 eV
largest force on an atom: 2.16 eV/A

C8H18N3 as an isolated structure at a distorted geometry, computed with the ωB97M-V functional and the def2-TZVPD basis.

```
29
C8H18N3, DFT the ωB97M-V functional and the def2-TZVPD basis
C -1.02 -0.25 -0.59
C -3.24 0.63 -0.57
C -2.55 0.94 -1.86
C 0.51 -0.31 2.31
C 2.64 -0.75 1.07
C 1.27 1.22 0.40
C 1.21 -1.40 -1.25
C 1.27 -0.24 0.90
N -1.96 0.18 0.22
N -1.31 0.16 -1.84
N 0.59 -1.09 -0.02
H -3.82 1.34 -0.01
H -3.91 -0.28 -0.69
H -3.35 0.88 -2.67
H -2.17 2.00 -1.99
H -0.04 0.50 2.53
H -0.06 -1.15 2.55
H 1.41 -0.40 3.09
H 3.30 -0.33 0.33
H 2.80 -1.83 1.25
H 3.10 -0.29 2.02
H 1.94 1.36 -0.52
H 0.35 1.63 0.14
H 1.57 1.84 1.18
H 0.61 -2.20 -1.80
H 1.39 -0.46 -1.91
H 2.08 -1.87 -0.91
H -1.88 0.17 1.25
H -0.72 -0.02 -2.60
```

Calculated values
HOMO level: -13.0829 eV
relative energy (zero: lowest compared OMol25 entry of this formula, charge and spin): 2.924 eV
HOMO-LUMO gap: 9.9693 eV
net charge: +1
DFT total energy: -13048.4008 eV
largest force on an atom: 6.01 eV/A

What is the largest force on an atom in the sixth record? 4.74 eV/A

The highest largest force on an atom belongs to which entry? C8H18N3

DFT total energy of number 10 (C8H18N3)? -13048.4008 eV